C26H14BBrF4LaN5O4S2Se as an isolated structure. Source: the Open Molecules 2025 dataset; level of theory: the ωB97M-V functional and the def2-TZVPD basis.

## Properties
Energy (Eh): -7802.14977
Orbital gap (eV): 7.36
HOMO (eV): -8.6
Largest force on an atom (eV Å⁻¹): 2.1

Each line ends with the Löwdin charge.
Atoms and positions in Å:
La 0.076 -0.418 0.647  2.268
Se -8.215 -1.119 -0.065  1.113
N -7.155 0.272 0.385  -0.209
C -5.939 -0.140 0.200  -0.339
C -4.750 0.718 0.423  -0.080
C -4.882 2.051 0.788  0.013
C -3.751 2.802 0.999  -0.015
C -2.515 2.181 0.862  -0.084
N -2.371 0.907 0.512  0.065
C -3.479 0.189 0.273  -0.131
C -3.303 -1.222 -0.200  -0.137
N -2.049 -1.663 -0.390  0.012
C -1.849 -2.906 -0.813  -0.105
C -2.899 -3.776 -1.094  -0.010
C -4.180 -3.332 -0.896  0.019
C -4.394 -2.032 -0.438  -0.079
C -5.761 -1.508 -0.220  -0.341
N -6.828 -2.229 -0.385  -0.208
H -5.873 2.472 0.900  0.122
H -3.793 3.845 1.281  0.115
H -1.607 2.728 1.071  0.108
H -0.820 -3.217 -0.954  0.025
H -2.679 -4.773 -1.449  0.118
H -5.036 -3.968 -1.090  0.122
O 3.150 0.657 -1.359  -0.250
S 2.947 -0.463 -0.491  0.631
O 2.619 -0.158 0.915  -0.386
N 1.762 -1.509 -0.955  -0.266
C 2.296 -2.728 -1.285  -0.829
S 1.477 -4.056 -1.793  0.711
C 3.800 -2.742 -1.113  -0.230
C 4.686 -3.774 -1.372  -0.022
C 6.033 -3.542 -1.136  -0.051
C 6.490 -2.308 -0.659  -0.060
C 5.607 -1.272 -0.406  -0.018
C 4.269 -1.547 -0.645  -0.251
H 4.319 -4.722 -1.743  0.101
H 6.755 -4.326 -1.325  0.108
H 7.549 -2.166 -0.490  0.108
H 5.950 -0.312 -0.044  0.126
Br 3.622 7.411 -0.608  0.748
C 2.715 5.780 -0.333  -0.690
C 2.201 5.096 -1.425  -0.108
C 1.538 3.897 -1.209  0.004
C 1.391 3.404 0.081  -0.136
C 1.915 4.100 1.163  0.005
C 2.586 5.296 0.960  -0.113
C 0.683 2.124 0.314  -0.649
O 0.482 1.713 1.501  -0.167
O 0.294 1.427 -0.681  -0.193
H 2.324 5.490 -2.424  0.103
H 1.149 3.333 -2.046  0.127
H 1.801 3.695 2.160  0.126
H 3.005 5.846 1.791  0.102
F 0.147 -2.663 1.760  0.009
B -0.278 -1.945 2.933  -1.245
F -1.474 -1.258 2.518  0.028
F 0.683 -0.901 3.082  0.051
F -0.441 -2.737 4.016  0.214

Forces on atoms 1 to 3 (eV/Å):
La -1.17 -1.74 0.36
Se 0.20 -0.07 0.31
N -0.38 -0.47 -0.45